(1)
{
  "formula": "C21H24N4OPS",
  "method": "ωB97M-V/def2-TZVPD",
  "species": ["N", "P", "C", "C", "S", "C", "N", "N", "C", "O", "C", "C", "C", "C", "C", "N", "H", "H", "H", "H", "H", "H", "H", "H", "H", "H", "H", "H", "C", "C", "C", "C", "C", "C", "H", "H", "H", "H", "H", "H", "C", "C", "C", "C", "C", "C", "H", "H", "H", "H", "H", "H"],
  "positions_angstrom": [[0.38, -1.86, 2.54], [-0.31, -1.05, 1.21], [-1.33, -2.25, 0.33], [-2.00, -1.73, -0.96], [-3.37, -0.55, -0.66], [-2.48, 0.94, -0.33], [-2.56, 1.67, 0.70], [-1.66, 2.71, 0.48], [-1.11, 2.51, -0.65], [-1.60, 1.39, -1.26], [1.09, -0.43, 0.20], [1.68, -1.30, -0.68], [2.76, -0.84, -1.40], [3.19, 0.45, -1.18], [2.49, 1.22, -0.28], [1.45, 0.82, 0.43], [0.89, -1.13, 3.05], [1.14, -2.41, 2.13], [-1.04, 0.03, 1.73], [-0.71, -3.12, 0.08], [-2.08, -2.60, 1.05], [-1.25, -1.19, -1.55], [-2.40, -2.55, -1.55], [-0.38, 3.19, -1.05], [1.33, -2.32, -0.81], [3.28, -1.49, -2.10], [4.04, 0.85, -1.71], [2.83, 2.24, -0.12], [-2.23, -0.90, -6.74], [-1.77, 0.08, -5.87], [-2.27, 0.15, -4.57], [-3.21, -0.77, -4.14], [-3.67, -1.76, -5.01], [-3.18, -1.82, -6.31], [-1.84, -0.95, -7.75], [-1.03, 0.80, -6.20], [-1.91, 0.92, -3.89], [-3.60, -0.72, -3.13], [-4.40, -2.48, -4.68], [-3.53, -2.58, -6.99], [1.32, 1.00, 5.28], [2.24, 1.34, 4.30], [3.45, 1.92, 4.66], [3.74, 2.14, 6.00], [2.82, 1.80, 6.97], [1.60, 1.23, 6.61], [0.37, 0.55, 5.00], [2.02, 1.15, 3.25], [4.17, 2.19, 3.90], [4.69, 2.59, 6.28], [3.04, 1.98, 8.02], [0.88, 0.97, 7.38]],
  "nbo_charge": [-1.0645, 1.4422, -0.7590, -0.5375, 0.3128, 0.2681, -0.2870, -0.2706, 0.2985, -0.4339, -0.1503, -0.2428, -0.1358, -0.2127, 0.0561, -0.4064, 0.4145, 0.3972, 0.0756, 0.2686, 0.2889, 0.2433, 0.2716, 0.2279, 0.2314, 0.2442, 0.2491, 0.2168, -0.2041, -0.2334, -0.1648, -0.2636, -0.2040, -0.2078, 0.2209, 0.2145, 0.1958, 0.2041, 0.2129, 0.2210, -0.2497, -0.1803, -0.2308, -0.2005, -0.2023, -0.1932, 0.1985, 0.1822, 0.2126, 0.2221, 0.2234, 0.2201],
  "total_charge": 1,
  "e_tot_ev": -50290.733,
  "homo_lumo_gap_ev": 7.89
}


(2)
{
  "formula": "C2H8OP2",
  "method": "ωB97M-V/def2-TZVPD",
  "species": ["C", "C", "O", "P", "P", "H", "H", "H", "H", "H", "H", "H", "H"],
  "positions_angstrom": [[-1.12, 0.35, 0.12], [0.29, 0.39, -0.41], [-1.24, -0.83, 0.88], [1.66, 0.69, 0.76], [0.60, -0.84, -1.73], [-1.83, 0.37, -0.72], [-1.31, 1.24, 0.75], [0.09, 1.83, -1.39], [-2.15, -0.92, 1.18], [0.86, 1.11, 1.82], [1.65, -0.62, 1.24], [1.99, -0.82, -1.61], [0.51, -1.95, -0.88]],
  "nbo_charge": [-0.1395, -0.6849, -0.7343, 0.3532, 0.3434, 0.1721, 0.1712, 0.1514, 0.4773, -0.0356, -0.0202, -0.0300, -0.0239],
  "e_tot_ev": -22824.988,
  "homo_lumo_gap_ev": 9.58,
  "relative_energy_kcal_mol": 51.8
}


(3)
{
  "formula": "C19H23BrCl2MnN2O2S",
  "method": "ωB97M-V/def2-TZVPD",
  "species": ["Mn", "C", "N", "C", "C", "C", "N", "C", "C", "H", "H", "H", "H", "H", "H", "H", "H", "H", "H", "H", "H", "H", "H", "H", "H", "Cl", "C", "C", "C", "C", "C", "Cl", "C", "S", "H", "H", "H", "Br", "C", "C", "C", "C", "C", "C", "C", "O", "O", "H", "H", "H", "H"],
  "positions_angstrom": [[-0.12, 0.37, -0.01], [-0.83, 0.99, 2.91], [-0.26, -0.09, 2.10], [1.03, -0.47, 2.71], [-1.19, -1.24, 2.12], [-0.82, -2.25, 1.05], [-0.89, -1.62, -0.28], [-2.28, -1.56, -0.75], [-0.11, -2.42, -1.24], [-0.96, 0.66, 3.95], [-1.81, 1.27, 2.51], [-0.18, 1.86, 2.87], [0.87, -0.80, 3.75], [1.69, 0.40, 2.70], [1.52, -1.26, 2.15], [-2.19, -0.84, 1.91], [-1.21, -1.71, 3.11], [-1.49, -3.11, 1.10], [0.20, -2.61, 1.20], [-2.68, -2.57, -0.88], [-2.31, -1.04, -1.71], [-2.90, -1.00, -0.06], [-0.50, -3.45, -1.28], [0.94, -2.42, -0.96], [-0.21, -1.98, -2.23], [-0.06, 0.91, -2.32], [1.53, 0.41, -2.86], [1.79, 0.52, -4.22], [3.03, 0.14, -4.69], [3.98, -0.35, -3.81], [3.69, -0.45, -2.46], [4.92, -1.07, -1.41], [2.45, -0.07, -1.92], [2.13, -0.18, -0.21], [1.03, 0.91, -4.88], [3.26, 0.22, -5.75], [4.96, -0.66, -4.16], [-3.88, 2.77, -2.00], [-3.32, 3.93, -0.62], [-4.01, 5.13, -0.49], [-3.62, 6.05, 0.47], [-2.53, 5.79, 1.28], [-1.83, 4.61, 1.13], [-2.22, 3.65, 0.19], [-1.43, 2.39, 0.15], [-1.97, 1.28, -0.16], [-0.20, 2.41, 0.48], [-4.85, 5.33, -1.14], [-4.17, 6.97, 0.57], [-2.21, 6.52, 2.02], [-0.96, 4.39, 1.74]],
  "lowdin_spin": [0.9818, -0.0005, -0.0067, -0.0016, 0.0013, -0.0005, -0.0005, 0.0003, 0.0041, -0.0002, 0.0000, 0.0000, -0.0005, -0.0001, 0.0000, 0.0002, 0.0001, -0.0002, -0.0001, -0.0003, 0.0000, 0.0000, 0.0004, 0.0007, 0.0002, 0.0005, 0.0017, -0.0007, 0.0027, -0.0007, 0.0023, -0.0005, 0.0007, 0.0111, -0.0002, 0.0002, -0.0001, -0.0001, 0.0000, 0.0000, 0.0002, 0.0000, 0.0000, -0.0007, -0.0004, 0.0013, 0.0047, 0.0000, 0.0000, 0.0000, 0.0000],
  "multiplicity": 2,
  "e_tot_ev": -164395.774,
  "homo_lumo_gap_ev": [7.83, 7.97],
  "relative_energy_kcal_mol": 0.0,
  "s_squared": 0.792
}